Entry 1:
C3H5NO | wB97M-V/def2-TZVPD

Summary:
M: 71.1 g mol⁻¹
highest occupied orbital energy: -9.258 eV
relative energy (zero: lowest compared OMol25 entry of this formula, charge and spin): 34.1 kcal per mole
HOMO-LUMO gap: 10.287 eV

Each line ends with the natural charge from an NBO analysis.
CARTESIAN COORDINATES (ANGSTROEM)
C (-0.278, -1.059, 0.902)  0.355
N (0.803, -0.423, 0.992)  -0.465
C (0.762, 0.614, -0.045)  -0.319
C (-0.530, 0.338, -0.844)  -0.107
O (-1.133, -0.757, -0.110)  -0.498
H (-0.613, -1.832, 1.585)  0.189
H (1.689, 0.665, -0.631)  0.211
H (0.877, 1.290, 0.893)  0.249
H (-1.245, 1.163, -0.872)  0.196
H (-0.334, 0.000, -1.871)  0.190


Entry 2:
C45H54NO2P3Pd | wB97M-V/def2-TZVPD

Summary:
net charge: -2
M: 840.3 g mol⁻¹
highest occupied orbital energy: -1.149 eV
relative energy (zero: lowest compared OMol25 entry of this formula, charge and spin): 0.0 kcal per mole
HOMO-LUMO gap: 5.593 eV

Each line ends with the Mulliken charge.
CARTESIAN COORDINATES (ANGSTROEM)
Pd (0.509, -0.409, -0.751)  -0.532
C (-1.476, -1.293, -3.816)  -1.461
C (-2.186, -0.073, -3.218)  1.701
C (-2.864, 0.732, -4.328)  -2.070
P (-1.009, 0.786, -2.052)  0.822
C (-0.184, 2.150, -3.028)  2.958
C (-1.012, 3.319, -3.559)  -1.778
C (0.736, 1.573, -4.102)  -1.665
C (-2.096, 1.813, -0.985)  0.154
C (-3.463, 1.948, -1.189)  0.349
C (-4.264, 2.797, -0.429)  0.413
C (-5.746, 2.910, -0.683)  -1.824
C (-3.629, 3.562, 0.541)  -1.039
C (-2.275, 3.425, 0.801)  -0.473
C (-1.464, 2.498, 0.102)  -0.853
N (-0.142, 2.243, 0.304)  0.388
C (0.517, 2.269, 1.474)  -0.421
C (0.025, 2.684, 2.744)  -1.004
C (0.838, 2.775, 3.857)  -1.295
C (2.188, 2.443, 3.816)  0.297
C (3.074, 2.546, 5.031)  -1.638
C (2.662, 1.919, 2.614)  -0.025
C (1.872, 1.764, 1.483)  0.130
P (2.396, 0.789, 0.020)  1.181
C (3.416, 2.060, -0.927)  0.989
C (2.686, 3.407, -0.918)  -1.412
C (4.851, 2.300, -0.461)  -1.684
C (3.636, -0.531, 0.541)  1.715
C (4.775, -0.368, 1.553)  -1.793
C (4.148, -1.147, -0.769)  -1.806
H (-2.196, -1.921, -4.353)  0.449
H (-0.981, -1.898, -3.057)  0.253
H (-0.707, -0.984, -4.530)  0.162
H (-2.955, -0.460, -2.541)  -0.017
H (-2.139, 1.010, -5.096)  0.318
H (-3.338, 1.647, -3.973)  0.350
H (-3.629, 0.118, -4.816)  0.421
H (0.451, 2.540, -2.232)  -1.716
H (-1.562, 3.061, -4.465)  0.323
H (-0.346, 4.154, -3.809)  0.462
H (-1.727, 3.675, -2.814)  0.336
H (0.167, 1.192, -4.954)  0.295
H (1.332, 0.751, -3.698)  0.254
H (1.417, 2.344, -4.479)  0.391
H (-3.941, 1.369, -1.972)  0.048
H (-6.076, 2.143, -1.387)  0.351
H (-6.018, 3.882, -1.107)  0.304
H (-6.325, 2.785, 0.236)  0.397
H (-4.205, 4.283, 1.117)  0.300
H (-1.820, 4.067, 1.541)  0.706
H (-1.022, 2.917, 2.860)  0.604
H (0.400, 3.111, 4.795)  0.229
H (2.731, 3.334, 5.706)  0.412
H (4.106, 2.777, 4.753)  0.370
H (3.101, 1.614, 5.608)  0.241
H (3.696, 1.602, 2.576)  0.260
H (3.440, 1.676, -1.952)  0.586
H (2.875, 3.918, 0.030)  0.297
H (1.607, 3.300, -0.998)  0.078
H (3.054, 4.045, -1.729)  0.472
H (4.866, 2.605, 0.589)  0.166
H (5.297, 3.115, -1.043)  0.450
H (5.486, 1.423, -0.575)  0.348
H (2.951, -1.275, 0.959)  -0.427
H (5.426, 0.483, 1.357)  0.164
H (5.398, -1.269, 1.526)  0.513
H (4.394, -0.276, 2.570)  0.411
H (4.857, -0.489, -1.280)  0.238
H (3.325, -1.371, -1.451)  0.171
H (4.652, -2.095, -0.569)  0.531
O (2.637, -3.967, -2.119)  -0.847
C (1.508, -3.849, -1.610)  -0.102
O (0.454, -3.368, -2.095)  -0.520
C (1.318, -4.430, -0.201)  0.950
C (1.983, -5.611, 0.112)  -0.557
C (1.757, -6.269, 1.310)  -0.570
C (0.867, -5.723, 2.226)  -0.744
C (0.230, -4.524, 1.937)  -0.595
C (0.436, -3.859, 0.726)  0.156
P (-0.323, -2.194, 0.387)  1.564
C (-2.004, -2.661, -0.199)  0.400
C (-3.022, -1.707, -0.116)  -0.471
C (-4.285, -1.963, -0.623)  -0.741
C (-4.548, -3.175, -1.255)  -0.682
C (-3.537, -4.118, -1.365)  -0.660
C (-2.276, -3.868, -0.836)  -0.525
C (-0.723, -1.729, 2.140)  -0.052
C (0.261, -1.024, 2.830)  -0.176
C (0.090, -0.653, 4.156)  -0.540
C (-1.088, -0.966, 4.817)  -0.852
C (-2.086, -1.657, 4.142)  -0.718
C (-1.901, -2.039, 2.821)  -0.035
H (2.684, -5.994, -0.620)  0.460
H (2.272, -7.198, 1.532)  0.346
H (0.675, -6.219, 3.172)  0.404
H (-0.431, -4.099, 2.681)  0.333
H (-2.810, -0.739, 0.328)  0.646
H (-5.055, -1.204, -0.548)  0.435
H (-5.530, -3.372, -1.671)  0.333
H (-3.724, -5.056, -1.876)  0.348
H (-1.479, -4.590, -0.954)  0.284
H (1.164, -0.738, 2.305)  0.264
H (0.867, -0.084, 4.651)  0.482
H (-1.237, -0.657, 5.846)  0.355
H (-3.015, -1.901, 4.646)  0.376
H (-2.685, -2.589, 2.313)  0.428


Entry 3:
C42H43N2O4S2Ti | wB97M-V/def2-TZVPD

Summary:
<S²>: 0.757
M: 751.8 g mol⁻¹
highest occupied orbital energy (alpha / beta): -7.907 / -8.105 eV
relative energy (zero: lowest compared OMol25 entry of this formula, charge and spin): 22.3 kcal per mole
spin multiplicity: 2
HOMO-LUMO gap (alpha / beta): 7.816 / 7.534 eV

Each line ends with the Löwdin spin population.
CARTESIAN COORDINATES (ANGSTROEM)
Ti (-0.348, 0.579, -0.244)  0.812
C (3.719, -0.464, 1.833)  0.000
C (2.495, -1.315, 1.578)  0.000
C (2.347, -2.078, 0.413)  0.000
C (3.409, -2.140, -0.659)  0.000
C (1.187, -2.844, 0.219)  0.000
C (1.003, -3.592, -1.079)  0.000
C (0.211, -2.904, 1.215)  0.000
C (-0.947, -3.865, 1.097)  0.000
C (0.332, -2.101, 2.356)  0.000
C (-0.762, -2.101, 3.397)  0.000
C (1.478, -1.325, 2.545)  0.000
C (1.624, -0.540, 3.824)  0.000
H (4.296, -0.842, 2.681)  0.000
H (3.433, 0.564, 2.065)  0.000
H (4.390, -0.424, 0.981)  0.000
H (3.535, -3.163, -1.014)  0.000
H (4.381, -1.799, -0.315)  0.000
H (3.124, -1.542, -1.530)  0.000
H (1.516, -4.559, -1.073)  0.000
H (1.402, -3.023, -1.919)  0.000
H (-0.049, -3.771, -1.289)  0.000
H (-1.241, -4.240, 2.077)  0.000
H (-0.683, -4.727, 0.488)  0.000
H (-1.825, -3.403, 0.638)  0.000
H (-0.618, -2.900, 4.131)  0.000
H (-1.741, -2.256, 2.944)  0.000
H (-0.801, -1.161, 3.944)  0.000
H (1.383, -1.158, 4.691)  0.000
H (0.946, 0.314, 3.844)  0.000
H (2.629, -0.154, 3.965)  0.000
C (2.623, 1.496, -0.989)  0.013
C (1.413, 1.217, -1.817)  0.021
N (0.918, 0.003, -1.846)  0.052
N (0.158, -0.342, -2.962)  0.027
C (-0.917, -1.007, -2.741)  0.020
S (-1.704, -1.234, -1.209)  0.015
S (-1.717, -1.764, -4.107)  0.002
C (-0.397, -1.699, -5.352)  0.002
C (0.801, -2.546, -5.011)  0.001
C (2.053, -1.960, -4.858)  0.000
C (3.163, -2.734, -4.546)  0.000
C (3.031, -4.105, -4.380)  0.000
C (1.784, -4.697, -4.532)  0.000
C (0.678, -3.922, -4.844)  0.000
C (0.805, 2.303, -2.619)  0.001
C (1.445, 3.017, -3.620)  0.001
C (0.764, 4.018, -4.297)  -0.001
C (-0.549, 4.312, -3.949)  0.002
C (-1.193, 3.620, -2.935)  -0.001
C (-0.513, 2.613, -2.265)  0.003
O (-1.096, 1.928, -1.254)  -0.014
H (2.854, 0.651, -0.345)  0.001
H (2.496, 2.395, -0.389)  0.000
H (3.463, 1.656, -1.674)  0.004
H (-0.110, -0.660, -5.500)  0.000
H (-0.881, -2.055, -6.264)  0.000
H (2.150, -0.887, -4.970)  0.000
H (4.131, -2.264, -4.425)  0.000
H (3.894, -4.709, -4.132)  0.000
H (1.672, -5.766, -4.404)  0.000
H (-0.296, -4.386, -4.946)  0.000
H (2.470, 2.779, -3.879)  0.000
H (1.255, 4.570, -5.086)  0.000
H (-1.078, 5.098, -4.472)  0.000
H (-2.209, 3.853, -2.643)  0.000
O (-1.669, 0.614, 1.416)  0.004
C (-1.590, 1.807, 2.243)  0.003
C (-0.117, 2.281, 2.070)  0.003
O (0.291, 3.207, 2.730)  -0.001
O (0.569, 1.626, 1.179)  0.026
C (-1.961, 1.413, 3.669)  0.000
C (-1.140, 1.619, 4.768)  0.000
C (-1.535, 1.173, 6.025)  0.000
C (-2.747, 0.526, 6.194)  0.000
C (-3.588, 0.346, 5.103)  0.000
C (-3.200, 0.800, 3.855)  0.000
C (-2.551, 2.876, 1.731)  0.000
C (-3.389, 2.659, 0.647)  0.000
C (-4.279, 3.648, 0.244)  0.000
C (-4.330, 4.858, 0.915)  0.000
C (-3.487, 5.077, 1.998)  0.000
C (-2.607, 4.092, 2.409)  0.000
H (-2.535, 0.194, 1.469)  0.001
H (-0.200, 2.139, 4.650)  0.000
H (-0.883, 1.334, 6.873)  0.000
H (-3.046, 0.175, 7.174)  0.000
H (-4.549, -0.135, 5.227)  0.000
H (-3.887, 0.695, 3.020)  0.000
H (-3.344, 1.741, 0.077)  0.000
H (-4.927, 3.467, -0.604)  0.000
H (-5.021, 5.628, 0.599)  0.000
H (-3.517, 6.021, 2.527)  0.000
H (-1.948, 4.262, 3.250)  0.000


Entry 4:
C10H20FO9P | wB97M-V/def2-TZVPD

Summary:
M: 334.2 g mol⁻¹
highest occupied orbital energy: -9.897 eV
relative energy (zero: lowest compared OMol25 entry of this formula, charge and spin): 0.0 kcal per mole
HOMO-LUMO gap: 10.290 eV

Each line ends with the natural charge from an NBO analysis.
CARTESIAN COORDINATES (ANGSTROEM)
C (-0.416, -2.416, 0.687)  -0.276
O (0.710, -3.087, 0.122)  -0.535
C (1.905, -2.306, 0.123)  0.084
C (1.904, -1.373, -1.152)  -0.099
O (2.466, -0.083, -0.934)  -0.524
C (1.501, 0.894, -0.610)  -0.253
C (0.605, 1.340, -1.820)  -0.113
O (-0.586, 1.916, -1.259)  -0.533
C (-1.648, 1.004, -1.317)  0.254
O (-2.787, 1.523, -0.659)  -0.521
C (-3.843, 0.570, -0.744)  -0.091
C (-4.806, 0.714, 0.449)  -0.076
O (-5.158, 2.093, 0.559)  -0.714
P (2.460, 2.375, 0.037)  2.307
O (3.655, 1.842, 0.728)  -1.122
O (1.553, 3.247, 1.070)  -0.968
O (2.959, 3.269, -1.221)  -0.990
C (2.216, -1.559, 1.455)  -0.575
C (2.503, -2.536, 2.626)  0.886
O (3.577, -2.709, 2.988)  -0.508
F (1.434, -3.187, 3.154)  -0.348
H (-1.326, -2.719, 0.120)  0.191
H (-0.561, -2.802, 1.717)  0.200
H (-0.370, -1.312, 0.631)  0.162
H (2.736, -3.031, -0.025)  0.203
H (0.871, -1.351, -1.569)  0.180
H (2.531, -1.871, -1.920)  0.208
H (0.822, 0.566, 0.207)  0.201
H (0.338, 0.511, -2.507)  0.187
H (1.073, 2.143, -2.418)  0.220
H (-1.342, 0.092, -0.739)  0.115
H (-1.957, 0.730, -2.354)  0.138
H (-4.379, 0.704, -1.710)  0.181
H (-3.438, -0.470, -0.718)  0.168
H (-5.702, 0.062, 0.338)  0.169
H (-4.288, 0.379, 1.377)  0.162
H (-5.535, 2.253, 1.435)  0.472
H (1.764, 2.882, 1.949)  0.519
H (3.896, 3.502, -1.118)  0.531
H (3.177, -1.026, 1.298)  0.283
H (1.485, -0.774, 1.726)  0.225